The following is a quantum chemistry calculation of one molecule with the formula C17H21N3O3, from the OMol25 dataset.

The geometry in XYZ format:
```
44
Properties=species:S:1:pos:R:3:mulliken_charge:R:1
C -0.99895 -0.54993 2.51060 -1.133
C -2.15300 0.31735 2.02043 -0.567
C -2.85624 -0.30470 0.80535 -0.327
C -3.98491 0.57172 0.25177 -1.059
C -3.44982 1.79912 -0.48064 -0.623
C -2.47233 1.35679 -1.56353 -0.899
C -1.34980 0.51997 -0.94623 -0.634
N -1.90431 -0.61893 -0.25294 0.310
C -1.64975 -1.91355 -0.52311 1.135
O -2.25731 -2.83031 -0.00490 -0.676
C -0.52165 -2.21461 -1.52179 -1.142
O 0.69381 -1.57786 -1.13681 -0.188
C 1.66266 -2.37130 -0.62250 0.209
O 1.58689 -3.56810 -0.56160 -0.583
C 2.80626 -1.57288 -0.16167 0.173
N 3.77255 -2.14770 0.53002 -0.766
N 4.66495 -1.21678 0.83183 0.251
C 4.31801 0.00599 0.34507 -0.631
C 4.94609 1.24590 0.41670 -0.926
C 4.31611 2.30008 -0.20250 -0.423
C 3.10099 2.13184 -0.88045 -0.781
C 2.47720 0.90911 -0.95549 -0.086
C 3.08518 -0.17851 -0.32707 1.861
H -0.57975 -0.14131 3.42729 0.486
H -1.34280 -1.56260 2.70647 0.291
H -0.20639 -0.60102 1.76653 0.043
H -1.78270 1.31615 1.78459 0.288
H -2.89427 0.42007 2.81512 0.441
H -3.27599 -1.26703 1.11768 0.492
H -4.63782 0.87304 1.07190 0.375
H -4.57505 -0.02633 -0.44610 0.373
H -2.94479 2.46661 0.21976 0.335
H -4.27862 2.35259 -0.92579 0.367
H -2.04097 2.22223 -2.06921 0.367
H -3.00107 0.75499 -2.30606 0.335
H -0.66882 0.18470 -1.72422 0.520
H -0.78038 1.13366 -0.23916 0.208
H -0.37616 -3.29979 -1.52534 0.472
H -0.78013 -1.87518 -2.52931 0.337
H 5.48093 -1.46475 1.36887 0.168
H 5.88547 1.36812 0.93335 0.409
H 4.76629 3.28094 -0.17298 0.374
H 2.65124 2.98998 -1.35742 0.416
H 1.54913 0.78222 -1.48650 0.408
```

## Properties
**M**: 315.37 g/mol
**Gap between HOMO and LUMO**: 9.32 eV
**Structure (SMILES)**: CC[C@H]1CCCCN1C(=O)COC(=O)c1n[nH]c2ccccc12
**E_HOMO**: -8.917 eV

The following is a quantum chemistry calculation of C43H43I2N7OSbTi as an isolated structure at a distorted geometry, from the OMol25 dataset.

The geometry in XYZ format:
```
98
Properties=species:S:1:pos:R:3:mulliken_charge:R:1
Ti -0.06624 0.03672 -1.19245 -0.770
I 1.75285 -5.90920 -5.50535 0.006
C 0.85153 -4.58592 -4.15817 -0.483
C -0.51125 -4.32949 -4.24720 -0.247
C -1.07649 -3.42117 -3.37219 0.079
I -3.13145 -3.08003 -3.44876 -0.039
C -0.32412 -2.70901 -2.39846 -0.112
O -0.86696 -1.79584 -1.64088 -0.595
C 1.04066 -3.05824 -2.30404 1.003
C 1.94047 -2.51489 -1.21248 -1.503
N 1.46169 -1.34169 -0.44839 1.226
C 2.55340 -0.40251 -0.19362 -0.212
C 2.83937 0.26321 -1.52194 0.671
C 4.11128 0.57988 -1.96289 -0.937
C 4.26941 1.18207 -3.19772 -0.550
C 3.14922 1.44640 -3.95399 -1.193
C 1.90945 1.07597 -3.45549 -0.274
N 1.75011 0.47736 -2.28098 1.302
C 1.61245 -3.96797 -3.18676 -0.792
H -1.12539 -4.82941 -4.98259 0.394
H 2.15506 -3.31687 -0.50420 0.564
H 2.89354 -2.25274 -1.67441 0.504
H 0.94401 -1.67591 0.41669 -0.091
H 2.22069 0.34921 0.52403 -0.463
H 3.45488 -0.87655 0.20270 0.636
H 4.96077 0.35999 -1.32785 0.545
H 5.25708 1.43062 -3.56710 0.422
H 3.21494 1.91443 -4.92657 0.495
H 1.00877 1.25926 -4.02485 0.370
H 2.66865 -4.20323 -3.09489 0.437
C -2.66275 -0.00995 -6.24066 -0.779
C -1.43274 -0.39755 -5.72440 -1.138
C -1.10328 -0.12727 -4.40684 0.390
C -1.97524 0.55098 -3.54289 0.534
C -3.24051 0.87182 -4.05969 -0.720
C -3.56487 0.60776 -5.38348 -0.787
N -1.58117 0.75144 -2.21598 1.492
C -2.32431 1.49598 -1.28214 -0.542
C -3.08410 2.63841 -1.57093 -0.507
C -3.78045 3.30070 -0.57968 -1.040
C -3.72147 2.84821 0.74055 -0.815
C -2.93747 1.75771 1.05734 -0.443
C -2.20993 1.08827 0.06696 0.252
N -1.39003 -0.02983 0.33173 2.473
N -1.87835 -0.71884 1.41055 -1.072
C -1.43772 -1.93424 1.73847 -0.654
C -2.33478 -2.68296 2.57784 -0.842
C -2.04201 -3.95998 2.94179 -0.427
C -0.83066 -4.55258 2.51985 -0.933
C 0.00753 -3.76843 1.77520 -0.544
N -0.23888 -2.49444 1.40595 -0.007
H -2.91915 -0.20748 -7.27407 0.377
H -0.73025 -0.94670 -6.34235 0.415
H -0.16717 -0.50332 -4.01664 0.379
H -3.99804 1.27077 -3.40312 0.557
H -4.55440 0.87233 -5.74116 0.370
H -3.09825 3.02588 -2.58037 0.636
H -4.36946 4.17609 -0.83213 0.351
H -4.27496 3.36207 1.51968 0.408
H -2.85418 1.39911 2.07377 0.453
H -3.26021 -2.20043 2.86504 0.447
H -2.74365 -4.52526 3.54427 0.364
H -0.56443 -5.56940 2.77312 0.414
H 0.97151 -4.16784 1.46400 0.284
C 2.99988 1.99798 3.98839 -1.029
C 2.54751 0.67648 4.61953 -1.007
Sb 0.80206 -0.14026 3.60531 0.376
C 0.53894 -1.80958 4.94385 -0.673
C 0.88500 -1.53226 6.40690 -1.362
C -0.57622 1.16737 4.63680 -0.935
C -1.94591 0.51017 4.84141 -0.931
H 3.86801 2.42318 4.50288 0.412
H 2.20401 2.74883 4.02432 0.256
H 3.27331 1.87343 2.93630 0.202
H 2.30874 0.81636 5.67758 0.481
H 3.34192 -0.07506 4.56002 0.441
H 1.13062 -2.63402 4.54162 0.527
H -0.50631 -2.10430 4.82848 0.272
H 1.95622 -1.36615 6.54211 0.326
H 0.60105 -2.37335 7.04831 0.383
H 0.36793 -0.64473 6.78516 0.269
H -0.67559 2.05918 4.01127 0.560
H -0.12384 1.47365 5.58347 0.504
H -2.34424 0.13565 3.89279 0.007
H -2.67062 1.21794 5.25501 0.421
H -1.88517 -0.33717 5.52982 0.293
N 1.39376 7.33586 0.61930 -0.600
C 1.18436 6.23363 0.36189 -0.157
C 0.93111 4.84266 0.04028 0.100
C 1.03370 3.85991 1.01796 -0.960
C 0.78273 2.53355 0.68819 -0.047
C 0.43353 2.09994 -0.59672 2.257
C 0.34052 3.13582 -1.54593 -0.706
C 0.56994 4.46952 -1.25462 -1.063
H 1.30013 4.13936 2.03077 0.490
H 0.83507 1.80847 1.49249 -0.421
H 0.03993 2.90270 -2.56381 0.084
H 0.46542 5.22975 -2.01993 0.489
```

## Properties
**M**: 1097.30 g/mol
**Total charge**: -1
**Gap between HOMO and LUMO (alpha / beta)**: 5.00 / 5.00 eV
**E_HOMO (alpha / beta)**: -3.332 / -3.330 eV

The following is a quantum chemistry calculation of C4H9BrO3S as an isolated structure at a distorted geometry, from the OMol25 dataset.

The geometry in XYZ format:
```
18
Properties=species:S:1:pos:R:3:mulliken_charge:R:1
C -0.63102 -2.30972 -0.47172 -1.078
C 0.36991 2.78234 0.43990 -0.875
C -0.12774 -0.77546 -0.05075 0.267
C -0.08932 0.04447 -1.24315 -0.722
O -1.96879 1.98767 -0.34924 -0.618
O -0.31569 2.69259 -2.15373 -0.565
O -0.97884 -0.30396 1.00494 -0.539
S -0.61178 2.09743 -0.89703 1.122
Br -1.58302 -0.13438 -2.45657 -0.047
H -1.68603 -2.19386 -0.82741 0.340
H -0.15690 -2.60640 -1.46054 0.332
H -0.32777 -3.12017 0.34697 0.269
H 1.23259 3.33111 -0.11466 0.327
H -0.32108 3.60273 0.83472 0.324
H 0.70420 2.10823 1.21852 0.306
H 0.78568 -0.91671 0.53677 0.270
H 0.81072 -0.00059 -1.90744 0.508
H -1.69921 0.28030 0.79200 0.379
```

## Properties
**M**: 217.08 g/mol
**Gap between HOMO and LUMO**: 10.20 eV
**E_HOMO**: -9.759 eV

The following is a quantum chemistry calculation of one molecule with the formula C3H6O, from the OMol25 dataset.

The geometry in XYZ format:
```
10
Properties=species:S:1:pos:R:3:mulliken_charge:R:1
C 0.15425 1.67466 0.67100 -0.523
C -0.46213 -0.22816 -0.48595 -0.321
O 0.30911 0.26662 0.45032 -0.097
C -0.10547 -1.68286 -0.61015 -0.643
H 1.04155 2.00519 1.21105 0.232
H 0.06216 2.18579 -0.28716 0.303
H -0.73924 1.85181 1.27103 0.269
H 0.33253 -1.79859 -1.61105 0.254
H 0.59995 -2.05619 0.14355 0.256
H -1.02023 -2.28505 -0.61783 0.271
```

## Properties
**M**: 58.08 g/mol
**Gap between HOMO and LUMO**: 9.60 eV
**E_HOMO**: -8.439 eV

For each record above, in turn, the calculated electronic energy values are -28583.4065; -103622.9319; -91311.4368; -5252.8667 eV.
For each record above, in turn, the calculated energy above the lowest of the compared OMol25 structures with the same formula, charge and spin values are 2.052; 2.940; 1.676; 2.828 eV.